# 1
Formula: C25H32FeN2P2
Source: the OMol25 dataset
Level of theory: ωB97M-V/def2-TZVPD

The geometry in XYZ format:
```
62
Properties=species:S:1:pos:R:3:forces:R:3
C 3.10156 -4.19588 -1.02331 -0.12 0.22 0.41
C 2.29857 -3.15105 -1.48370 -0.70 -0.44 0.26
C 0.88739 -3.29126 -1.38179 -0.19 -0.79 0.62
C 0.31802 -4.37909 -0.69154 0.44 -0.47 0.49
C 1.16325 -5.38411 -0.20182 0.01 -0.17 -0.51
C 2.54800 -5.31253 -0.38196 -0.16 0.02 -0.16
C -1.18180 -4.43353 -0.41884 0.41 -0.08 -0.56
C -1.91315 -3.69855 -1.52779 -0.89 -0.06 -0.14
C -1.27779 -2.68981 -2.27737 -0.92 -0.05 0.94
C -2.02898 -1.90414 -3.19973 0.57 -0.18 0.60
C -3.36691 -2.21337 -3.43927 0.27 0.26 0.27
C -3.98997 -3.25735 -2.74596 0.36 0.12 -0.02
C -3.26049 -3.98089 -1.79569 0.04 -0.16 -0.47
H 4.18232 -4.09548 -1.12193 -0.21 -0.11 0.03
H 0.70505 -6.28569 0.22506 0.29 0.49 0.08
H 3.19444 -6.12534 -0.02550 -0.32 0.44 -0.20
H -1.53222 -5.47448 -0.38134 0.21 0.14 -0.20
H -3.90951 -1.56879 -4.13581 0.00 -0.38 0.19
H -5.04085 -3.46948 -2.94367 0.33 -0.07 0.12
H -3.72838 -4.83392 -1.29699 0.06 0.41 0.03
N 0.02381 -2.32000 -1.90671 -0.14 -3.14 -1.68
Fe 0.29795 -0.69544 -1.39445 -0.70 0.75 2.91
C 2.88199 -1.85763 -1.96718 0.12 0.68 0.29
H 2.55747 -1.60508 -2.99178 0.36 -0.14 0.23
H 3.97480 -1.85720 -1.86290 -0.15 -0.14 -0.40
C -1.38340 -0.65990 -3.76712 -0.09 0.42 0.09
H -0.43132 -0.87165 -4.28612 -0.46 0.08 0.00
H -2.08246 -0.11640 -4.41143 0.16 -0.27 -0.29
P 2.28299 -0.42364 -0.87632 3.89 -0.70 -0.09
P -0.94909 0.56676 -2.41988 -2.25 1.49 -2.55
C -2.53008 1.15128 -1.79905 -0.17 0.23 -0.05
H -2.36474 1.89863 -1.00416 -0.31 -0.32 -0.38
H -3.03502 1.60098 -2.66589 -0.20 0.02 0.44
H -3.10930 0.30127 -1.40318 0.21 0.37 -0.15
C -0.17189 1.92533 -3.30522 -0.32 0.30 -0.24
H -0.81117 2.09757 -4.17957 0.36 0.40 0.00
H -0.15506 2.80859 -2.65133 0.11 -0.11 -0.36
H 0.84662 1.64914 -3.61777 -0.45 0.17 0.05
C 2.98101 -0.79203 0.74376 -0.03 0.13 0.01
H 4.07155 -0.87402 0.61679 -0.30 0.02 0.29
H 2.70926 0.04869 1.40245 0.18 -0.40 -0.01
H 2.55702 -1.73635 1.12688 0.19 0.46 -0.14
C 3.19139 0.99561 -1.52709 0.25 0.10 0.14
H 3.22226 1.75519 -0.72967 0.14 -0.06 -0.47
H 4.20516 0.64202 -1.76492 -0.15 0.44 0.01
H 2.68686 1.37805 -2.42980 0.39 -0.06 0.43
H -1.41914 -4.07065 0.60368 0.17 0.35 -0.62
H 0.17003 -0.35737 0.16322 -0.42 -0.33 0.80
N 0.27208 2.60399 0.25828 0.03 -0.23 -2.04
C 0.30533 2.64819 1.60792 0.00 0.10 1.99
C -0.90289 2.52089 2.34211 0.66 0.14 -0.13
C -0.89091 2.69158 3.72379 0.32 -0.12 -0.12
C 0.31018 2.94936 4.39265 0.18 0.03 0.14
C 1.51387 3.03241 3.67629 -0.20 -0.24 0.11
C 1.53173 2.85196 2.29405 -0.78 -0.06 -0.09
H -0.60427 2.49857 -0.23401 0.43 0.08 0.34
H 1.11259 2.64267 -0.30268 -0.34 0.11 0.31
H -1.83285 2.28643 1.81139 0.33 0.18 0.19
H -1.82341 2.60512 4.28382 0.29 0.02 -0.15
H 0.31795 3.05388 5.48410 -0.01 0.04 -0.54
H 2.45420 3.22188 4.20790 -0.43 -0.11 -0.22
H 2.47120 2.87824 1.72973 -0.33 0.15 0.20
```
Forces are in eV/Å.

Properties
<S²>: 8.79
Total energy in eV: -82380.8605
2S+1: 6
Total charge: +1
Kohn-Sham gap (spin up / spin down) in eV: 7.994 / 5.380
E_HOMO (spin up / spin down) in eV: -10.06 / -10.06

Here are the Löwdin charges for atoms 1 to 4, given in e: number 1, C, carries -0.0376; number 2, C, carries -0.2330; number 3, C, carries -0.1860; number 4, C, carries -0.1295


# 2
Formula: C32H38AsBrIrN3O2P
Source: the OMol25 dataset
Level of theory: ωB97M-V/def2-TZVPD

The geometry in XYZ format:
```
79
Properties=species:S:1:pos:R:3:forces:R:3
Ir 0.62664 0.41616 -0.23505 -0.35 0.71 0.64
Br 0.14314 2.90979 6.99145 0.15 -0.13 -0.96
C 0.41049 2.68451 5.12661 -0.20 0.29 0.93
C 0.15535 3.75981 4.25282 0.03 0.17 -0.27
C 0.35699 3.60118 2.91566 -0.10 0.36 0.21
C 0.75412 2.34641 2.33852 0.04 0.08 -0.34
O 0.86262 2.25342 1.08520 -0.06 0.34 0.96
C 1.02404 1.25915 3.25978 -0.35 0.42 0.62
C 1.52736 -0.00940 2.83087 0.49 -0.85 -0.43
N 1.52904 -0.47369 1.62570 -0.53 0.75 -0.07
C 2.10628 -1.71150 1.33999 0.68 -1.06 0.12
C 2.14421 -2.77234 2.25987 -0.02 0.32 -0.19
C 2.84741 -3.93077 1.96795 -0.01 -0.04 0.05
C 3.58122 -4.04342 0.80556 -0.10 0.26 -0.18
C 3.56274 -3.00731 -0.14501 -0.72 0.07 0.57
C 4.40115 -2.98793 -1.28151 0.18 0.10 -0.28
C 4.60093 -1.75948 -1.92585 -0.10 0.13 0.01
C 3.76473 -0.71499 -1.68522 0.56 0.30 -0.34
N 2.56378 -0.93383 -0.94428 -0.41 0.39 0.47
C 2.73016 -1.88725 0.09928 0.15 -0.45 0.46
C 0.86974 1.47561 4.63394 0.17 -0.55 -0.69
H -0.17708 4.70713 4.65204 -0.01 0.03 0.01
H 0.19736 4.42478 2.23698 -0.02 0.07 -0.09
H 2.00008 -0.59503 3.62547 -0.08 -0.07 -0.14
H 1.61731 -2.69413 3.20003 -0.03 0.02 0.07
H 2.84680 -4.73596 2.68319 0.02 -0.14 0.10
H 4.18279 -4.91689 0.61154 0.07 -0.13 0.01
H 4.98740 -3.85497 -1.52844 0.14 -0.12 -0.04
H 5.44603 -1.62168 -2.58390 0.03 0.05 -0.04
H 3.92981 0.28175 -2.06140 -0.01 0.01 -0.08
H 1.08958 0.68044 5.33224 0.07 -0.09 0.00
N -2.39964 -2.13780 -5.41553 -0.37 -0.11 -0.37
C -1.53109 -1.99020 -4.68467 -0.24 -0.03 -0.09
C -0.51704 -1.73403 -3.73215 0.67 0.06 0.66
C 0.34793 -0.64981 -3.92295 -0.01 -0.21 0.13
C 1.29873 -0.35100 -2.97322 0.07 -0.20 0.13
C 1.41458 -1.13037 -1.79380 -0.35 -0.99 -1.05
C 0.57602 -2.25652 -1.64800 0.22 0.19 0.05
C -0.39420 -2.53111 -2.58829 -0.04 0.18 -0.34
H 0.28060 -0.06821 -4.83085 -0.02 0.07 -0.02
H 1.99072 0.45762 -3.15132 0.02 0.08 0.01
H 0.71073 -2.92340 -0.80812 -0.03 0.05 0.04
H -1.03365 -3.39510 -2.47397 -0.03 0.00 0.02
C -2.59632 2.33494 0.78216 0.10 0.02 0.01
C -1.82349 3.10076 -0.28222 0.23 -0.26 0.03
P -0.85846 2.00098 -1.38891 -0.16 -0.28 -0.65
C 0.13931 3.16389 -2.43654 -0.17 -0.16 0.25
C -0.49271 4.50319 -2.81697 0.06 -0.07 -0.04
C -2.14313 1.16194 -2.42563 0.29 0.11 0.10
C -2.56742 1.91249 -3.68247 -0.11 -0.10 0.11
H -3.09326 3.03151 1.45188 -0.10 0.03 0.07
H -1.92374 1.70191 1.36160 -0.04 -0.06 0.06
H -3.35083 1.69580 0.32934 -0.08 -0.07 0.06
H -1.09643 3.76780 0.18151 -0.05 0.14 -0.06
H -2.50828 3.69286 -0.89369 0.13 0.04 -0.06
H 0.43002 2.62222 -3.34035 0.07 -0.08 0.10
H 1.04724 3.35843 -1.85556 0.00 -0.13 -0.07
H -1.34709 4.38362 -3.47693 -0.04 0.02 0.00
H 0.25614 5.09255 -3.34543 -0.05 0.05 -0.01
H -0.80096 5.07336 -1.94385 -0.02 0.03 0.04
H -2.99971 0.99818 -1.76694 0.07 -0.02 0.03
H -1.76781 0.17302 -2.69522 -0.01 0.13 0.18
H -2.98986 2.88457 -3.44205 -0.04 0.10 -0.06
H -3.33205 1.33808 -4.20187 -0.03 0.00 -0.06
H -1.73242 2.04492 -4.36673 0.04 0.08 -0.07
C -1.42942 -3.60678 1.29174 -0.18 0.31 0.08
As -2.01411 -1.76605 1.55437 -0.32 -0.49 0.30
C -1.62661 -1.26934 3.40568 -0.10 -0.11 -0.37
C -3.93945 -1.67793 1.31419 0.31 -0.08 0.13
O -1.30951 -0.76588 0.43455 0.57 0.50 -0.36
H -1.93515 -4.26168 1.99797 -0.05 -0.01 0.05
H -0.35200 -3.68843 1.43839 -0.05 0.13 0.00
H -1.68548 -3.91309 0.27714 -0.02 0.08 0.04
H -2.34127 -1.76092 4.06269 -0.06 -0.03 0.00
H -1.71429 -0.18883 3.52150 -0.04 -0.04 -0.10
H -0.62348 -1.58651 3.68415 0.02 -0.04 -0.09
H -4.40851 -2.47166 1.89244 -0.03 -0.03 0.03
H -4.18203 -1.80588 0.25896 0.14 0.00 0.05
H -4.31333 -0.71365 1.65996 0.12 -0.03 -0.02
```
Forces are in eV/Å.

Properties
<S²>: 8.88
Total energy in eV: -185356.7157
2S+1: 6
Total charge: +2
Kohn-Sham gap (spin up / spin down) in eV: 6.317 / 5.368
E_HOMO (spin up / spin down) in eV: -12.57 / -13.90

Here are the Löwdin charges for atoms 1 to 4, given in e: number 1, Ir, carries 1.2238; number 2, Br, carries 0.8771; number 3, C, carries -0.6196; number 4, C, carries -0.0665


# 3
Formula: C20H21N3O3S
Source: the OMol25 dataset
Level of theory: ωB97M-V/def2-TZVPD

The geometry in XYZ format:
```
48
Properties=species:S:1:pos:R:3:forces:R:3
C -7.29746 -0.20529 -2.27665 -0.03 0.00 0.03
C -6.46066 0.43129 -1.20860 0.04 0.18 0.10
C -5.44290 -0.28374 -0.59479 0.01 -0.13 -0.06
C -4.67450 0.30233 0.40462 -0.22 0.07 -0.19
C -4.92863 1.61604 0.79129 0.04 -0.08 0.00
C -5.94276 2.32746 0.17990 0.00 -0.01 0.01
C -6.70627 1.74128 -0.81386 -0.03 -0.02 -0.05
H -7.49808 2.30262 -1.28834 -0.08 0.07 -0.06
H -6.13758 3.34639 0.48073 -0.01 0.08 0.03
H -4.32747 2.07100 1.56550 0.07 0.06 0.09
N -3.63840 -0.36998 1.06531 -0.06 0.49 0.25
C -3.15040 -1.60927 0.83441 0.44 -0.16 0.40
O -3.55630 -2.39767 0.01189 -0.09 -0.18 -0.18
C -1.98639 -1.96814 1.78277 -0.27 -0.31 -0.05
N -0.79161 -1.17913 1.54869 -0.36 -0.32 -0.01
C -0.67230 0.10123 1.99942 0.44 0.22 -0.09
O -1.52159 0.72371 2.59210 -0.11 0.10 0.19
S 0.92089 0.74465 1.58519 0.08 0.17 0.03
C 1.39323 -0.76633 0.81912 0.81 0.26 -0.23
C 2.56823 -1.07385 0.22042 -0.91 -0.27 0.27
C 3.71998 -0.26979 0.04667 0.82 0.22 -0.25
C 4.89700 -0.67474 -0.59064 -0.67 -0.22 0.19
N 5.76868 0.36050 -0.56176 -0.27 0.07 0.13
C 5.19355 1.43552 0.08007 -0.22 0.34 0.22
C 3.93690 1.07696 0.46340 0.17 -0.09 -0.10
H 3.23678 1.69630 0.98455 -0.01 0.27 0.11
C 5.90060 2.72904 0.27570 0.04 -0.12 -0.07
H 6.16761 3.18401 -0.67873 0.05 0.10 -0.01
H 6.80936 2.59958 0.86432 0.07 0.09 0.03
H 5.24385 3.41148 0.80688 0.00 0.06 0.02
C 7.09012 0.31767 -1.12135 0.36 -0.13 -0.19
H 7.04593 0.08148 -2.18697 0.05 0.05 0.05
H 7.57520 1.28184 -0.99635 -0.02 -0.04 -0.01
H 7.69257 -0.44644 -0.62406 0.02 0.08 -0.03
C 5.25198 -1.96894 -1.22361 0.06 0.08 0.00
H 6.13518 -2.40106 -0.75145 0.03 -0.10 -0.01
H 4.43327 -2.67512 -1.13176 -0.01 -0.06 -0.02
H 5.47210 -1.83350 -2.28347 0.01 -0.08 -0.07
H 2.60595 -2.08329 -0.17330 -0.08 -0.06 0.01
C 0.31501 -1.74049 0.90928 0.09 -0.50 -0.17
O 0.34468 -2.88431 0.51877 -0.10 0.06 0.02
H -2.30640 -1.83313 2.82038 0.08 -0.02 -0.09
H -1.71051 -3.00985 1.59755 -0.14 0.22 0.05
H -3.17540 0.18352 1.78321 0.03 -0.28 -0.12
H -5.24062 -1.29969 -0.89091 0.01 -0.03 -0.01
H -6.86577 -1.15012 -2.59518 -0.01 -0.07 -0.07
H -7.38375 0.45299 -3.13945 -0.03 -0.01 -0.08
H -8.30293 -0.39503 -1.90089 -0.07 -0.05 -0.04
```
Forces are in eV/Å.

Properties
Total energy in eV: -42530.7441
Total charge: 0
Kohn-Sham gap in eV: 7.820
E_HOMO in eV: -7.90

Here are the Löwdin charges for atoms 1 to 4, given in e: number 1, C, carries -0.0503; number 2, C, carries -0.2741; number 3, C, carries 0.0267; number 4, C, carries -0.2052


# 4
Formula: C5H7BrClF2NO2S
Source: the OMol25 dataset
Level of theory: ωB97M-V/def2-TZVPD

The geometry in XYZ format:
```
20
Properties=species:S:1:pos:R:3:forces:R:3
C 0.78474 1.08429 0.95912 0.62 -2.69 0.73
C 1.02282 -1.32758 -0.02135 -0.19 -1.23 1.61
C 1.61343 0.04991 0.10014 0.39 2.79 0.08
C -2.41010 0.66278 0.31020 0.49 -3.63 -3.04
C -1.65003 -1.51079 -0.15883 -2.87 2.25 -0.67
N 1.81620 0.78031 -1.13938 0.87 -0.25 -0.73
O -0.02425 0.70121 1.75332 -0.44 -0.09 0.27
O 1.05057 2.35919 0.83068 0.31 1.08 0.14
F -1.64328 -2.05124 1.02610 0.99 -0.56 0.71
F -2.71802 -2.09269 -0.81098 0.98 0.84 0.18
S -0.23555 -1.54767 -1.27432 -1.09 -0.13 1.25
Cl -1.62117 1.38127 -1.03649 0.15 0.91 -0.48
Br -4.26879 0.51949 0.02005 0.07 0.13 0.58
H 1.68988 -2.12766 -0.26875 1.41 0.19 -0.77
H 0.78025 -1.80177 0.97003 -0.68 1.08 -0.68
H 2.67381 0.06647 0.44107 -0.83 -0.72 0.79
H -1.96230 0.99340 1.19460 -0.09 0.22 1.52
H 2.13404 0.08474 -1.78059 0.41 0.08 -1.02
H 1.05138 1.28590 -1.54887 -0.65 -0.29 0.14
H 1.91638 2.49044 0.43426 0.15 0.01 -0.61
```
Forces are in eV/Å.

Properties
Total energy in eV: -109715.5997
Total charge: 0
Kohn-Sham gap in eV: 8.477
E_HOMO in eV: -8.39

Here are the Löwdin charges for atoms 1 to 4, given in e: number 1, C, carries -0.5411; number 2, C, carries -0.4397; number 3, C, carries -0.3454; number 4, C, carries -1.0361